15
Properties=species:S:1:pos:R:3:forces:R:3:mulliken_charge:R:1 method="wB97M-V/def2-TZVPD" energy_ha=-341.904593 e_lumo_ha=0.0271 molar_mass_g_mol=100.1 smiles=CN[C@H](C#N)CO e_homo_ev=-10.14 homo_lumo_gap_ha=0.3998
C 1.5145 -0.9275 1.1015 0.1 -0.1 0.0 -0.868
N 0.3923 0.0015 1.0156 0.1 0.3 0.0 -0.300
C -0.1736 0.0650 -0.2991 0.1 -0.1 -0.2 0.110
C -1.4779 0.8048 -0.5022 0.4 0.2 -1.0 -0.513
O -2.4505 0.5365 0.4847 -0.2 -0.7 -0.8 -0.511
C 0.6407 0.6423 -1.4048 1.8 0.3 0.0 0.144
N 1.3587 1.1290 -2.1676 -0.6 -0.3 0.4 -0.468
H 2.3208 -0.6968 0.3889 -0.1 0.0 0.1 0.314
H 1.9231 -0.9169 2.1144 -0.1 0.0 -0.1 0.319
H 1.1615 -1.9459 0.8963 0.0 0.2 0.0 0.292
H 0.6508 0.9232 1.3505 0.0 0.0 0.0 0.263
H -0.3617 -0.9740 -0.6046 0.0 0.1 0.1 0.299
H -1.4505 0.5535 -1.6493 -2.3 -0.2 1.5 0.250
H -1.4546 1.8899 -0.5854 0.7 0.2 0.4 0.307
H -2.1491 -0.1563 1.0982 0.1 0.3 -0.5 0.363

***

15
Properties=species:S:1:pos:R:3:forces:R:3:mulliken_charge:R:1 method="wB97M-V/def2-TZVPD" energy_ha=-341.928245 e_lumo_ha=0.0341 molar_mass_g_mol=100.1 smiles="NC(=O)CN1CC1" e_homo_ev=-8.99 homo_lumo_gap_ha=0.3646
N -0.3796 1.8706 -0.9024 0.0 0.0 0.0 -0.346
C -1.0926 1.5576 0.2112 0.0 0.1 0.1 0.361
O -1.9776 2.2631 0.6532 0.1 -0.2 0.2 -0.627
C -0.6418 0.2546 0.9072 0.0 0.0 0.1 -0.290
N 0.0673 -0.5741 -0.0408 -0.3 0.3 -0.4 -0.143
C 0.3720 -1.9615 -0.1306 -0.2 -0.3 0.0 -0.423
C 1.4467 -0.9112 -0.2047 0.1 0.0 0.0 -0.501
H -0.7072 2.6390 -1.4671 0.0 -0.1 0.1 0.238
H 0.1570 1.1338 -1.3292 -0.1 0.1 -0.1 0.209
H -0.0791 0.5348 1.8123 0.1 -0.1 -0.2 0.287
H -1.5482 -0.2473 1.2626 0.1 0.0 -0.2 0.286
H 0.3733 -2.6030 0.7493 0.0 0.2 0.2 0.266
H -0.0257 -2.4736 -1.0110 0.3 0.2 0.1 0.226
H 2.1321 -0.8736 0.6424 -0.2 0.1 0.0 0.234
H 1.9036 -0.6093 -1.1522 -0.1 -0.2 0.2 0.222

***

15
Properties=species:S:1:pos:R:3:forces:R:3:mulliken_charge:R:1 method="wB97M-V/def2-TZVPD" energy_ha=-341.880604 e_lumo_ha=0.0378 molar_mass_g_mol=100.1 smiles="O=C1CN2C[C@H]12.N" e_homo_ev=-9.51 homo_lumo_gap_ha=0.3874
N 2.0461 -0.1592 -1.7990 0.0 0.0 -0.4 -0.669
C -0.1180 -0.7020 -0.0698 0.0 -0.6 -0.1 0.187
O 0.2084 -1.7965 -0.4337 0.0 0.4 0.1 -0.590
C 0.4641 0.4395 0.7692 0.2 -0.1 0.2 -0.138
N -0.8457 1.1679 0.6802 0.1 0.1 0.0 -0.470
C -1.8304 0.2086 1.1689 -0.2 0.0 0.2 -0.209
C -1.3661 0.1118 -0.2398 -0.1 -0.3 -0.3 -0.085
H 2.4336 -1.0926 -1.9109 0.1 0.2 0.0 0.210
H 2.5258 0.4806 -2.4223 0.1 -0.2 -0.1 0.210
H 0.8354 0.2392 1.7778 -0.1 0.0 -0.1 0.275
H 1.2377 0.9302 0.1677 -0.2 -0.1 0.2 0.255
H -1.4943 -0.5761 1.8518 -0.1 0.2 0.0 0.184
H -2.8256 0.5896 1.3679 0.1 0.1 -0.1 0.260
H 1.0935 -0.2436 -2.1384 0.1 0.1 -0.1 0.226
H -1.9448 0.2769 -1.1465 0.0 0.0 0.4 0.355

***

15
Properties=species:S:1:pos:R:3:forces:R:3:lowdin_spin:R:1 method="wB97M-V/def2-TZVPD" energy_ha=-341.693887 spin_multiplicity=3 e_lumo_ha="0.0378 / -0.0374" s2=2.0084 molar_mass_g_mol=100.1 e_homo_ev="-6.30 / -9.43" homo_lumo_gap_ha="0.2694 / 0.3092"
C 0.0620 -0.9883 -0.8592 0.2 -3.5 -1.5 0.002
C -0.0133 0.3519 -0.3575 -0.5 3.3 -0.4 0.008
C -0.7082 -0.7098 0.3768 -4.6 1.9 2.6 0.005
C 1.2016 1.0750 0.1693 2.0 -1.3 -2.1 0.001
N -3.2015 0.2678 -0.3744 1.4 0.3 -1.3 0.866
N -2.4695 -0.4051 0.4796 6.2 -3.3 0.1 0.286
O -4.3031 0.5651 0.0458 -2.8 1.1 0.3 0.799
H -0.3846 -1.3957 -1.8254 0.4 0.8 1.5 0.001
H 1.0083 -1.4971 -0.5916 -0.5 0.1 -0.4 0.000
H -0.7241 1.0663 -0.8855 0.9 -1.1 0.6 0.004
H -0.5201 -0.8755 1.4956 0.1 -0.3 -2.1 0.002
H 1.9358 1.2868 -0.6939 -1.3 0.1 1.1 0.000
H 1.8639 0.5305 0.8550 -0.6 -0.3 0.1 0.000
H 0.9044 1.9591 0.6252 -0.3 1.8 0.8 0.000
H -2.7733 -0.5498 1.4104 -0.6 0.2 0.7 0.026

***

15
Properties=species:S:1:pos:R:3:forces:R:3:mulliken_charge:R:1 method="wB97M-V/def2-TZVPD" energy_ha=-341.090356 e_lumo_ha=-0.4296 total_charge=+2 molar_mass_g_mol=100.1 e_homo_ev=-21.46 homo_lumo_gap_ha=0.3592
C 0.1149 1.4510 -0.1582 -1.3 -2.8 0.9 -0.253
C -0.1984 0.6696 -1.3501 0.9 1.0 0.0 0.019
C 0.3255 0.8236 2.2531 -0.5 1.9 4.5 -0.608
C -0.4006 -1.7584 -1.6149 -0.2 -4.4 -0.7 -0.543
N 0.1306 0.6517 0.9135 1.2 -0.8 -6.4 0.264
N -0.1443 -0.5861 -0.9415 0.3 4.1 2.2 0.293
O 0.1526 -0.6207 0.4158 -1.0 -1.5 -0.3 -0.071
H 0.1946 2.4605 -0.0157 0.1 2.6 0.0 0.477
H -0.3661 1.1204 -2.4384 0.3 -1.5 2.4 0.432
H 0.0341 1.8941 2.3710 0.6 -0.5 0.3 0.318
H -0.4336 0.3203 2.8833 0.1 -0.2 -0.7 0.354
H 1.3056 0.6232 2.7672 -0.4 0.1 -1.3 0.345
H -0.8894 -1.4073 -2.5644 0.5 -1.1 0.7 0.279
H 0.5619 -2.3538 -1.7201 -0.7 1.0 -0.6 0.356
H -0.9716 -2.5683 -0.9877 0.3 2.0 -1.0 0.339

***

16
Properties=species:S:1:pos:R:3:forces:R:3:lowdin_spin:R:1 method="wB97M-V/def2-TZVPD" energy_ha=-417.097984 spin_multiplicity=2 e_lumo_ha="0.1414 / 0.1378" s2=0.7558 total_charge=-1 molar_mass_g_mol=116.1 e_homo_ev="-0.43 / -3.46" homo_lumo_gap_ha="0.1574 / 0.2650"
N 2.5632 -0.4621 1.3373 0.0 -0.4 0.4 0.002
C 1.1691 -0.4521 0.9021 0.4 -0.1 -0.5 0.009
C 1.0623 0.1508 -0.5006 0.5 0.2 -0.3 0.018
N -0.1143 0.7141 -0.8628 -0.9 0.6 0.8 0.039
C -1.2729 0.7032 -0.0284 -0.8 0.0 0.1 0.347
C -2.4948 -0.1442 -0.4074 -0.6 -0.6 1.5 0.239
O -3.4104 -0.4375 0.4674 0.1 0.8 -0.2 0.200
O 2.0531 0.1322 -1.2275 -0.1 0.3 0.0 0.004
H 2.7296 0.1999 2.0775 0.0 0.2 -0.1 0.000
H 3.1873 -0.2761 0.5630 -0.1 0.1 -0.1 0.000
H 0.5383 0.0869 1.5898 -0.2 0.1 0.2 0.002
H 0.7985 -1.4731 0.8365 -0.2 -0.2 0.1 0.003
H -0.1254 1.4785 -1.5167 0.7 -0.4 -0.6 0.012
H -1.3616 1.2022 0.9237 0.3 0.3 0.1 0.039
H -1.4511 -0.6253 0.0692 0.4 -0.9 -0.4 0.066
H -2.7910 -0.2501 -1.4371 0.4 0.0 -1.0 0.021

***

Repeat the fifth record exactly.
15
Properties=species:S:1:pos:R:3:forces:R:3:mulliken_charge:R:1 method="wB97M-V/def2-TZVPD" energy_ha=-341.090356 e_lumo_ha=-0.4296 total_charge=+2 molar_mass_g_mol=100.1 e_homo_ev=-21.46 homo_lumo_gap_ha=0.3592
C 0.1149 1.4510 -0.1582 -1.3 -2.8 0.9 -0.253
C -0.1984 0.6696 -1.3501 0.9 1.0 0.0 0.019
C 0.3255 0.8236 2.2531 -0.5 1.9 4.5 -0.608
C -0.4006 -1.7584 -1.6149 -0.2 -4.4 -0.7 -0.543
N 0.1306 0.6517 0.9135 1.2 -0.8 -6.4 0.264
N -0.1443 -0.5861 -0.9415 0.3 4.1 2.2 0.293
O 0.1526 -0.6207 0.4158 -1.0 -1.5 -0.3 -0.071
H 0.1946 2.4605 -0.0157 0.1 2.6 0.0 0.477
H -0.3661 1.1204 -2.4384 0.3 -1.5 2.4 0.432
H 0.0341 1.8941 2.3710 0.6 -0.5 0.3 0.318
H -0.4336 0.3203 2.8833 0.1 -0.2 -0.7 0.354
H 1.3056 0.6232 2.7672 -0.4 0.1 -1.3 0.345
H -0.8894 -1.4073 -2.5644 0.5 -1.1 0.7 0.279
H 0.5619 -2.3538 -1.7201 -0.7 1.0 -0.6 0.356
H -0.9716 -2.5683 -0.9877 0.3 2.0 -1.0 0.339